Formula: C104H193IN14O11
Source: OMol25
Level of theory: wB97M-V/def2-TZVPD

Positions of all 323 atoms, in Å:
1 C 22.0534 20.5193 21.0219
2 C 21.4307 20.2948 19.6697
3 C 20.5275 19.0937 19.8038
4 N 19.7213 18.8234 18.4722
5 C 18.9886 20.0234 18.0805
6 C 18.7187 17.7551 18.7829
7 C 18.3214 17.1920 17.4246
8 C 19.6231 17.2618 16.5834
9 C 20.5653 18.1621 17.4170
10 H 22.8025 19.7243 21.2286
11 H 21.3665 20.4720 21.8776
12 H 22.6765 21.4745 20.9976
13 H 22.2769 20.0136 19.0083
14 H 20.9047 21.1539 19.3122
15 H 19.7156 19.2401 20.5452
16 H 21.1577 18.2582 20.0033
17 H 18.1724 19.6714 17.4683
18 H 19.6395 20.7274 17.5874
19 H 18.5180 20.4928 18.9483
20 H 17.8835 18.2059 19.3191
21 H 19.1924 17.0658 19.4569
22 H 17.5018 17.8063 16.9980
23 H 17.9010 16.1794 17.4688
24 H 19.3912 17.7904 15.6460
25 H 20.0611 16.2942 16.3889
26 H 21.2128 18.8174 16.8272
27 H 21.2001 17.5558 18.0885
28 I 19.8470 13.6815 18.6855
29 C 25.3246 18.2637 19.2525
30 C 25.1588 16.7338 18.9886
31 O 23.8077 16.5058 18.6937
32 C 23.5466 15.2439 18.0802
33 C 23.7278 14.0875 19.0707
34 H 26.3418 18.5638 19.4659
35 H 25.0550 18.9175 18.3729
36 H 24.6005 18.6208 20.0552
37 H 25.6880 16.3554 18.1019
38 H 25.6317 16.1509 19.8222
39 H 22.5060 15.2058 17.6458
40 H 24.1266 15.1127 17.1239
41 H 23.0234 14.2164 19.9486
42 H 24.7230 14.0488 19.4474
43 H 23.5625 13.1424 18.6623
44 C 21.5844 22.1081 16.1511
45 C 21.6607 21.2614 14.9506
46 O 20.9302 20.0106 14.9254
47 C 20.9697 19.3543 13.6421
48 C 19.8497 19.7010 12.6576
49 H 21.9947 21.5451 16.9740
50 H 22.2455 22.9714 16.1301
51 H 20.5829 22.5039 16.2954
52 H 21.3725 21.8636 14.0829
53 H 22.7363 21.0016 14.7723
54 H 21.9912 19.5543 13.2649
55 H 20.8191 18.3069 13.8598
56 H 18.9181 19.7979 13.2155
57 H 19.7693 18.9542 11.8864
58 H 19.8945 20.5955 12.0799
59 C 24.9356 17.6609 24.3246
60 C 23.8993 18.1249 25.3575
61 O 23.6137 19.4780 25.1701
62 C 22.7480 20.0149 26.1710
63 C 22.7032 21.5065 25.9241
64 H 25.8237 18.3390 24.3538
65 H 25.1889 16.6301 24.3503
66 H 24.5289 17.8676 23.2962
67 H 22.9824 17.5481 25.3762
68 H 24.3610 17.9825 26.3310
69 H 21.7446 19.6272 25.9714
70 H 23.0074 19.8015 27.1751
71 H 22.4038 21.7418 24.9079
72 H 23.6195 21.9810 26.2392
73 H 21.8896 21.9690 26.4341
74 C 24.5098 15.5951 13.8458
75 C 24.7038 16.7644 14.7682
76 O 24.8667 17.9258 13.9184
77 C 24.6717 19.1336 14.6612
78 C 25.0178 20.2777 13.7600
79 H 25.2481 15.6213 13.0746
80 H 24.5246 14.6392 14.4011
81 H 23.5718 15.6698 13.2882
82 H 23.8000 16.8332 15.3970
83 H 25.5437 16.6906 15.4735
84 H 23.6537 19.1432 15.0309
85 H 25.2466 19.0777 15.5766
86 H 24.3862 20.2012 12.9063
87 H 26.0544 20.1773 13.4811
88 H 24.9247 21.2420 14.1678
89 C 13.3711 20.3584 22.1911
90 C 13.4176 21.1638 23.4943
91 O 14.6909 21.8372 23.4215
92 C 14.7750 22.8312 24.4172
93 C 15.0211 22.3100 25.7784
94 H 13.9208 20.9606 21.4410
95 H 13.7832 19.4141 22.3062
96 H 12.3371 20.2429 21.8954
97 H 12.6453 22.0425 23.4574
98 H 13.2551 20.5356 24.3483
99 H 15.6218 23.4609 24.1729
100 H 13.7682 23.3637 24.4719
101 H 14.2636 22.6560 26.4870
102 H 15.9574 22.7074 26.1600
103 H 14.9987 21.2761 25.8761
104 C 22.5855 28.4809 17.7648
105 C 21.4207 27.7508 18.4201
106 O 21.5120 26.4490 17.9366
107 C 20.4758 25.5849 18.3619
108 C 19.2926 25.6686 17.3646
109 H 22.9016 29.4141 18.2731
110 H 23.3433 27.7052 17.8353
111 H 22.4483 28.8703 16.7159
112 H 21.5780 27.8590 19.5167
113 H 20.4461 28.2101 18.2462
114 H 20.8239 24.5645 18.3155
115 H 20.2283 25.8941 19.4005
116 H 18.8061 24.7108 17.2458
117 H 19.7406 25.8837 16.3601
118 H 18.6007 26.4719 17.4929
119 C 21.0309 8.7720 15.4064
120 C 22.3769 9.1111 16.0122
121 O 22.8749 10.3422 15.5632
122 C 24.2719 10.3998 15.5564
123 C 24.7121 11.8400 15.5747
124 H 20.7943 7.7006 15.5251
125 H 20.2215 9.3896 15.8890
126 H 21.0138 9.0788 14.3363
127 H 22.3248 9.0559 17.1111
128 H 23.1179 8.3495 15.7311
129 H 24.6277 9.8401 16.4996
130 H 24.7169 9.8240 14.7379
131 H 25.8330 11.8983 15.5684
132 H 24.3198 12.4044 16.4317
133 H 24.4241 12.3854 14.6695
134 C 21.3358 13.6413 14.8324
135 C 20.9102 13.2233 13.4571
136 O 19.9608 14.1091 12.8315
137 C 19.5006 13.6262 11.5748
138 C 18.5420 14.5294 10.9055
139 H 20.5693 13.8903 15.5639
140 H 21.9427 12.7698 15.1427
141 H 22.0984 14.4726 14.7959
142 H 21.8160 13.1330 12.8008
143 H 20.3893 12.2664 13.4346
144 H 20.4057 13.5170 10.9386
145 H 19.1103 12.5812 11.6801
146 H 18.4475 14.1131 9.9079
147 H 18.9696 15.4967 10.8764
148 H 17.6156 14.6409 11.4803
149 C 22.1741 12.1751 24.6541
150 C 21.3964 12.0781 23.3425
151 O 21.4408 10.6946 22.9420
152 C 21.1711 10.4445 21.5842
153 C 22.0086 9.3129 21.1813
154 H 21.6170 12.0130 25.5634
155 H 23.0237 11.5395 24.6104
156 H 22.4447 13.1973 24.6489
157 H 20.3192 12.3860 23.5847
158 H 21.8697 12.7689 22.5775
159 H 20.1584 10.0827 21.3945
160 H 21.3145 11.3409 20.9576
161 H 23.0948 9.5066 21.1189
162 H 21.7968 9.2142 20.1863
163 H 21.7968 8.3697 21.6224
164 C 16.7671 21.2734 14.9541
165 C 16.5399 19.8023 15.2400
166 O 16.3715 19.5201 16.6096
167 C 15.0356 19.7512 17.1865
168 C 15.1844 19.6599 18.6935
169 H 17.0656 21.3416 13.8870
170 H 15.8896 21.8451 15.2058
171 H 17.7191 21.7054 15.3964
172 H 15.6620 19.4415 14.6239
173 H 17.4242 19.2434 14.9377
174 H 14.7208 20.6633 16.7300
175 H 14.2603 19.1361 16.8254
176 H 14.2983 20.2205 19.1182
177 H 16.0078 20.2079 19.0754
178 H 15.1527 18.6659 19.1507
179 C 18.6057 21.5140 24.5508
180 C 18.8000 23.0126 24.2018
181 O 19.8590 23.0229 23.2376
182 C 20.2657 24.3266 22.7166
183 C 21.4018 24.0782 21.6621
184 H 17.9792 20.9473 23.8081
185 H 19.5476 21.0136 24.6753
186 H 18.1248 21.4457 25.4834
187 H 17.8607 23.4413 23.7654
188 H 19.0766 23.6484 25.0020
189 H 19.5281 24.8221 22.1260
190 H 20.4860 25.0446 23.4869
191 H 21.7920 25.0549 21.2804
192 H 21.0364 23.4054 20.8582
193 H 22.2517 23.6546 22.1414
194 N 20.3985 15.8449 21.4367
195 C 21.5697 16.3917 21.9988
196 C 21.1741 17.2446 23.0033
197 C 19.7652 17.1623 23.1154
198 C 19.3702 16.2634 22.2034
199 H 20.2938 15.1722 20.6710
200 H 22.5128 16.3069 21.5612
201 H 21.7827 17.7707 23.6232
202 H 19.1900 17.6533 23.9007
203 H 18.3934 15.8181 22.0546
204 N 25.1170 28.0479 21.3492
205 C 24.6866 28.0508 22.6897
206 C 24.5966 26.7317 23.0882
207 C 24.9669 25.9594 21.9577
208 C 25.2624 26.8042 20.9150
209 H 25.0384 28.8294 20.7137
210 H 24.5016 28.9787 23.2021
211 H 24.3705 26.2949 24.0573
212 H 24.9132 24.8989 21.7709
213 H 25.4421 26.6526 19.9117
214 N 12.7113 15.0104 13.6349
215 C 11.5453 14.6794 12.9934
216 C 11.8600 14.0632 11.8282
217 C 13.2800 14.0229 11.7311
218 C 13.7678 14.6633 12.8708
219 H 12.8842 15.4522 14.5405
220 H 10.5862 14.8036 13.4239
221 H 11.1066 13.5080 11.3123
222 H 13.8549 13.5137 10.9648
223 H 14.8101 14.7141 13.2705
224 N 12.1055 13.9322 21.7207
225 C 11.0985 13.3766 21.0398
226 C 9.9862 13.4652 21.7996
227 C 10.3261 14.1881 22.9789
228 C 11.6785 14.3967 22.8874
229 H 13.0325 14.0917 21.4084
230 H 11.3004 12.9912 20.0701
231 H 8.9871 13.1372 21.5578
232 H 9.8431 14.3208 23.9048
233 H 12.3456 14.8506 23.6150
234 N 15.1491 11.5577 17.9062
235 C 14.8895 11.5955 16.5206
236 C 13.5762 11.2739 16.3164
237 C 13.0285 10.8802 17.6190
238 C 14.0332 11.1254 18.4933
239 H 15.9731 12.0301 18.3015
240 H 15.4956 12.1272 15.8034
241 H 12.9575 11.3531 15.4509
242 H 12.0985 10.3845 17.8029
243 H 14.0400 11.0542 19.5209
244 N 16.5020 14.4587 19.8496
245 C 15.7826 15.5816 19.6366
246 C 14.8937 15.7412 20.6988
247 C 15.1584 14.6854 21.6277
248 C 16.1721 13.9127 21.0186
249 H 17.3657 14.2263 19.3204
250 H 15.8942 16.1347 18.7188
251 H 14.0928 16.5227 20.7301
252 H 14.7030 14.5337 22.5517
253 H 16.8546 13.1711 21.4442
254 N 23.9540 24.6291 17.5841
255 C 24.1099 23.7953 18.6395
256 C 24.9871 22.8198 18.3176
257 C 25.4053 23.0819 16.9452
258 C 24.7769 24.2132 16.5475
259 H 23.2035 25.2678 17.5306
260 H 23.5669 24.0707 19.5026
261 H 25.4066 21.9750 18.8563
262 H 26.1481 22.3865 16.5075
263 H 24.7712 24.8235 15.6474
264 N 16.4269 17.0539 23.7847
265 C 16.8925 17.3363 25.0537
266 C 15.8274 17.9785 25.7275
267 C 14.7569 18.0916 24.7816
268 C 15.1819 17.5724 23.6441
269 H 16.8213 16.4828 23.0695
270 H 17.8466 17.0041 25.3937
271 H 15.7332 18.3245 26.7263
272 H 13.7881 18.5817 24.9145
273 H 14.7441 17.3917 22.6176
274 N 17.8965 15.2950 14.6262
275 C 17.1323 16.3720 14.2846
276 C 15.9518 16.3553 15.0285
277 C 16.0455 15.1690 15.8643
278 C 17.2278 14.5943 15.6031
279 H 18.7921 15.0481 14.1783
280 H 17.4307 17.1752 13.6086
281 H 15.1920 17.0898 14.8662
282 H 15.3953 14.7255 16.5807
283 H 17.6995 13.7803 16.0825
284 N 15.1211 17.5695 12.0467
285 C 16.1248 18.0278 11.2302
286 C 15.9575 19.3173 10.8722
287 C 14.7379 19.7381 11.4771
288 C 14.2554 18.6658 12.2254
289 H 14.8764 16.5714 12.1078
290 H 16.9320 17.3947 10.8904
291 H 16.5284 19.8878 10.1613
292 H 14.2488 20.7052 11.4793
293 H 13.3568 18.5824 12.7798
294 N 11.4621 14.3106 17.3697
295 C 10.6548 15.4556 17.2587
296 C 11.5137 16.5455 17.3024
297 C 12.8084 16.0137 17.5280
298 C 12.7435 14.6802 17.5382
299 H 11.2292 13.3770 17.0949
300 H 9.6071 15.3526 17.2850
301 H 11.1882 17.5942 17.2585
302 H 13.7006 16.6619 17.5898
303 H 13.5811 13.9785 17.4873
304 N 25.2904 21.5346 23.8625
305 C 25.3481 22.0501 22.6465
306 C 26.6781 22.5451 22.4598
307 C 27.3788 22.2036 23.6798
308 C 26.4855 21.6174 24.5595
309 H 24.5724 20.9484 24.2513
310 H 24.4777 22.1720 21.9686
311 H 27.1235 22.9176 21.5573
312 H 28.3987 22.4012 23.8475
313 H 26.6453 21.0396 25.4480
314 N 16.5729 22.4699 21.3855
315 C 17.8298 22.2335 20.9292
316 C 18.0193 22.8179 19.7086
317 C 16.7344 23.4837 19.3837
318 C 15.8895 23.2033 20.4604
319 H 16.1411 22.2516 22.3104
320 H 18.5989 21.7582 21.5267
321 H 19.0025 22.9315 19.2091
322 H 16.3941 24.0007 18.4824
323 H 14.8623 23.3286 20.6844

Summary:
orbital gap = 8.301 eV
spin multiplicity = 1
lowest unoccupied orbital energy = 0.4 eV
net charge = 0
HOMO level = -7.854 eV